3 unconnected molecules or ions with the total composition C27H56N4O5PS in a non-equilibrium geometry, computed with ωB97M-V/def2-TZVPD.

Last column: Mulliken charge in e.
CARTESIAN COORDINATES (ANGSTROEM)
C  5.432  1.217  3.439  -0.89
C  4.320  2.398  3.680  -0.33
C  3.473  2.652  2.291  -0.35
N  2.062  3.133  2.543  0.20
C  1.494  3.584  1.204  -0.47
C  1.557  5.228  0.919  -0.28
C  2.193  6.201  2.104  -0.68
C  1.266  6.257  3.455  -0.53
C  -0.348  6.127  3.200  -0.50
C  -0.982  4.679  3.744  -0.48
C  -1.904  3.917  2.607  0.12
O  -3.315  3.872  3.110  -0.36
C  -3.895  2.551  2.777  0.59
C  -3.952  1.900  1.261  -0.38
O  -4.410  1.783  3.774  -0.53
C  0.978  5.748  -0.524  0.26
P  1.021  7.609  -1.010  0.41
O  2.457  8.288  -0.733  -0.60
C  0.342  4.634  -1.546  -0.16
N  0.271  3.133  -1.208  0.36
C  -0.394  2.256  -2.251  -0.64
C  0.822  2.540  0.083  -0.32
C  0.781  0.958  0.510  -0.17
S  1.552  -0.221  -0.725  -0.08
C  0.337  -1.690  -0.814  -0.29
C  -1.210  -1.236  -1.113  -0.49
H  5.534  0.464  4.358  0.27
H  5.198  0.532  2.491  0.26
H  6.479  1.728  3.273  0.25
H  4.904  3.414  3.898  0.23
H  3.630  2.224  4.629  0.35
H  4.042  3.529  1.716  0.25
H  3.548  1.710  1.601  0.11
H  1.458  2.414  3.000  0.51
H  2.409  7.307  1.724  0.42
H  3.261  5.765  2.413  0.14
H  1.458  7.314  3.970  0.41
H  1.559  5.457  4.282  0.23
H  -0.699  6.361  2.105  0.20
H  -0.873  6.951  3.886  0.36
H  -0.091  3.944  4.027  0.14
H  -1.698  4.840  4.683  0.43
H  -1.849  4.478  1.569  0.10
H  -1.564  2.809  2.416  -0.08
H  -2.919  1.442  0.904  -0.12
H  -4.752  1.040  1.244  0.32
H  -4.290  2.714  0.467  0.27
H  0.802  7.636  -2.462  0.11
H  -0.052  8.253  -0.270  0.15
H  -0.104  5.016  -2.582  0.23
H  -0.826  2.914  -3.148  0.35
H  -1.295  1.620  -1.859  0.11
H  0.433  1.547  -2.729  0.30
H  -0.355  0.715  0.775  0.09
H  1.367  0.794  1.537  0.19
H  0.635  -2.460  -1.672  0.31
H  0.320  -2.294  0.214  0.25
H  -1.337  -0.607  -2.099  0.04
H  -1.882  -2.210  -1.271  0.21
H  -1.730  -0.664  -0.204  0.16
C  3.101  -7.479  0.678  -1.39
C  1.637  -7.124  0.431  0.32
C  1.392  -6.370  -0.900  -0.71
O  1.794  -4.998  -0.888  -0.20
C  3.191  -4.795  -1.037  -0.73
N  1.127  -6.363  1.579  -0.72
H  3.689  -6.628  1.032  0.28
H  3.175  -8.254  1.450  0.35
H  3.572  -7.869  -0.230  0.34
H  1.082  -8.069  0.372  0.43
H  0.311  -6.357  -1.085  0.25
H  1.844  -6.896  -1.751  0.40
H  3.644  -5.525  -1.714  0.34
H  3.677  -4.817  -0.061  0.26
H  3.346  -3.796  -1.453  0.20
H  0.123  -6.226  1.463  0.27
H  1.511  -5.415  1.512  0.31
C  -5.443  -5.318  -4.629  -1.39
C  -4.033  -5.667  -4.158  0.26
C  -3.375  -4.570  -3.284  -0.47
O  -2.924  -3.424  -4.009  -0.36
C  -3.952  -2.513  -4.366  -0.74
N  -3.203  -5.989  -5.327  -0.72
H  -5.448  -4.620  -5.471  0.29
H  -5.961  -6.222  -4.969  0.35
H  -6.034  -4.882  -3.817  0.34
H  -4.116  -6.567  -3.537  0.42
H  -2.478  -5.000  -2.825  0.17
H  -4.031  -4.268  -2.456  0.42
H  -4.727  -2.443  -3.598  0.34
H  -4.384  -2.797  -5.327  0.26
H  -3.502  -1.525  -4.493  0.25
H  -2.298  -6.330  -5.002  0.27
H  -2.976  -5.105  -5.793  0.33

Computed properties:
- net charge = +1
- highest occupied orbital energy (eV) = -10.89
- lowest unoccupied orbital energy (eV) = -4.7
- Kohn-Sham gap (eV) = 6.14